# 1
The following is a DFT calculation (the ωB97M-V functional and the def2-TZVPD basis) of a structure of composition C28H27FeGeI2NO4S.

Last column: Löwdin spin population.
Element x y z (Å)
Fe 1.42 -0.51 1.49  3.767
O 5.21 -1.80 -0.46  0.001
C 3.99 -1.57 -0.05  0.001
O 3.71 -0.87 0.91  0.027
C 2.91 -2.26 -0.81  0.003
C 3.10 -3.17 -1.85  0.001
C 1.98 -3.80 -2.37  0.000
C 0.73 -3.52 -1.85  0.001
C 0.64 -2.57 -0.83  0.002
N 1.70 -1.97 -0.33  0.030
C -0.67 -2.11 -0.24  0.002
O -1.69 -2.72 -0.31  0.004
O -0.55 -0.93 0.35  0.032
H 5.90 -1.38 0.08  0.000
H 4.09 -3.36 -2.22  0.000
H 2.09 -4.52 -3.17  0.000
H -0.17 -4.01 -2.20  0.000
I -0.49 -0.37 3.89  0.029
C -0.02 -2.45 4.15  -0.001
I 1.77 -2.91 3.03  0.043
H -0.84 -3.04 3.77  0.000
H 0.15 -2.65 5.21  0.001
C 3.39 1.10 3.81  0.005
S 2.69 1.71 2.25  0.026
C 1.55 2.98 2.86  0.003
H 2.61 0.97 4.55  0.000
H 4.14 1.80 4.17  0.001
H 3.87 0.15 3.58  0.000
H 2.13 3.82 3.26  0.001
H 0.90 2.58 3.62  0.000
H 0.96 3.32 2.01  0.000
C -2.39 3.65 2.70  0.000
C -1.72 4.03 1.55  0.000
C -1.46 3.10 0.56  0.000
C -1.89 1.79 0.71  0.000
C -2.59 1.41 1.85  0.000
C -2.82 2.34 2.86  0.000
Ge -1.54 0.49 -0.75  0.001
C -3.02 -0.49 -1.66  0.000
C -2.73 -1.35 -2.71  0.000
C -3.75 -2.04 -3.33  0.000
C -5.06 -1.88 -2.90  0.000
C -5.34 -1.02 -1.84  0.000
C -4.32 -0.32 -1.22  0.000
C 0.06 0.98 -1.86  0.001
C 1.28 1.19 -1.24  0.011
C 2.38 1.60 -1.97  0.001
C 2.26 1.82 -3.34  0.001
C 1.04 1.63 -3.96  0.000
C -0.06 1.21 -3.23  0.001
H -2.61 4.38 3.46  0.000
H -1.42 5.06 1.42  0.000
H -0.95 3.40 -0.35  0.000
H -2.96 0.40 1.94  0.000
H -3.35 2.04 3.75  0.000
H -1.70 -1.50 -3.03  0.000
H -3.53 -2.72 -4.14  0.000
H -5.86 -2.42 -3.38  0.000
H -6.36 -0.91 -1.50  0.000
H -4.55 0.35 -0.40  0.000
H 1.38 1.03 -0.16  0.005
H 3.33 1.78 -1.48  0.000
H 3.11 2.15 -3.91  0.000
H 0.94 1.82 -5.02  0.000
H -1.01 1.06 -3.72  0.000

Computed properties:
Spin multiplicity: 5
Energy relative to the best compared isomer or geometry (same formula, charge and spin) (kcal/mol): 15.9
HOMO level (spin up / spin down) (eV): -13.937 / -13.937
Charge: +2

---

# 2
The following is a DFT calculation (the ωB97M-V functional and the def2-TZVPD basis) of a structure of composition C28H27GdN7S7.

Last column: Löwdin spin population.
Element x y z (Å)
Gd -0.17 0.91 0.11  5.048
S -1.69 2.41 1.82  0.005
C -1.11 2.36 3.46  0.002
C -1.95 2.91 4.45  0.001
C -1.57 2.97 5.77  0.000
C -0.32 2.48 6.16  0.000
C 0.52 1.93 5.21  0.000
C 0.13 1.85 3.88  0.000
S 1.31 1.16 2.73  -0.010
C 0.96 -0.66 2.89  0.000
C 1.74 -1.40 1.86  0.000
C 2.49 -2.51 2.23  0.000
C 3.22 -3.19 1.27  0.000
C 3.21 -2.71 -0.02  0.000
C 2.48 -1.56 -0.32  0.000
C 2.60 -0.96 -1.68  0.002
S 1.32 -1.63 -2.81  0.017
C 0.70 -0.06 -3.71  0.049
C 0.57 -0.39 -5.15  0.156
C 0.02 0.49 -6.01  0.016
C -0.45 1.81 -5.72  0.179
C -0.84 2.38 -4.55  0.008
C -0.92 1.79 -3.26  0.295
S -1.36 2.72 -1.92  0.235
N 1.71 -0.94 0.59  -0.005
H -2.91 3.29 4.13  0.000
H -2.23 3.39 6.50  0.000
H -0.01 2.54 7.19  0.000
H 1.49 1.56 5.49  0.000
H -0.12 -0.80 2.77  0.000
H 1.26 -0.97 3.89  0.000
H 2.52 -2.82 3.26  0.000
H 3.79 -4.06 1.53  0.000
H 3.78 -3.19 -0.81  0.000
H 3.57 -1.21 -2.11  0.000
H 2.49 0.12 -1.63  0.000
H 0.87 -1.37 -5.47  0.009
H -0.02 0.20 -7.05  -0.002
H -0.52 2.46 -6.59  0.011
H -1.13 3.42 -4.57  -0.004
N -2.38 -0.81 3.13  0.001
C -2.53 -1.32 1.88  0.001
N -1.96 -0.80 0.82  -0.008
C -2.33 -1.50 -0.33  0.001
C -3.10 -2.59 -0.10  0.022
S -3.47 -2.76 1.57  0.005
C -1.99 -0.94 -1.63  0.089
C -2.82 -1.06 -2.70  0.236
S -2.21 -0.24 -4.08  0.307
C -0.71 0.31 -3.10  0.053
N -0.86 -0.20 -1.78  0.232
N 1.54 1.06 -3.55  0.020
H -2.24 0.20 3.17  0.000
H -3.00 -1.17 3.83  0.000
H -3.50 -3.29 -0.82  0.001
H -3.78 -1.53 -2.75  0.008
H 2.46 0.96 -3.95  0.002
H 1.53 1.54 -2.66  0.001
S 2.02 2.68 -0.49  0.001
C 1.23 4.09 0.01  0.005
N 0.74 5.01 -0.82  0.007
C 0.11 6.10 -0.10  0.000
C 0.46 5.79 1.37  0.000
N 1.08 4.48 1.27  0.000
H 0.60 4.84 -1.80  0.002
H -0.97 6.10 -0.28  0.000
H 0.51 7.06 -0.44  0.000
H -0.43 5.75 2.00  0.000
H 1.16 6.52 1.78  0.000
H 1.53 4.04 2.06  0.000

Computed properties:
Spin multiplicity: 8
HOMO level (spin up / spin down) (eV): -8.323 / -10.092
Charge: +1

---

# 3
The following is a DFT calculation (the ωB97M-V functional and the def2-TZVPD basis) of a structure of composition C28H27IrN5O4.

Last column: natural (NBO) charge in e.
Element x y z (Å)
Ir 1.53 -1.19 -0.05  1.103
C -1.23 -3.75 -0.12  -0.672
C 0.08 -3.93 -0.80  0.440
N 1.08 -3.07 -0.78  -0.456
C 2.11 -3.59 -1.53  -0.018
C 1.72 -4.78 -2.03  0.043
N 0.44 -4.97 -1.56  -0.462
C 2.32 -5.82 -2.93  0.766
O 3.56 -5.62 -3.31  -0.640
O 1.64 -6.76 -3.24  -0.561
C 3.35 -2.81 -1.63  0.782
O 4.32 -3.24 -2.22  -0.585
O 3.27 -1.67 -1.00  -0.703
H -1.20 -2.84 0.47  0.254
H -1.45 -4.60 0.53  0.258
H -2.04 -3.68 -0.86  0.252
H -0.09 -5.80 -1.78  0.465
H 3.94 -4.77 -2.96  0.520
C -3.60 3.53 -0.36  -0.638
C -2.50 4.09 0.51  -0.058
C -2.60 5.36 1.07  -0.172
C -1.60 5.88 1.88  -0.201
C -0.47 5.12 2.14  -0.196
C -0.34 3.85 1.58  -0.272
C -1.35 3.35 0.78  0.188
N -1.23 2.08 0.13  -0.621
C -0.41 1.06 0.51  0.656
N -0.33 0.84 1.82  -0.550
C 0.45 -0.06 2.54  0.091
C 1.29 -0.98 1.92  -0.206
C 2.05 -1.85 2.71  -0.228
C 1.96 -1.80 4.08  -0.201
C 1.11 -0.88 4.69  -0.198
C 0.35 0.00 3.95  0.048
C -0.56 1.00 4.62  -0.672
N 0.16 0.28 -0.39  -0.578
C 0.21 0.73 -1.75  0.064
C 0.93 1.88 -2.05  -0.207
C 1.01 2.34 -3.36  -0.200
C 0.37 1.64 -4.37  -0.180
C -0.35 0.49 -4.06  -0.190
C -0.45 0.02 -2.76  -0.019
C -1.26 -1.21 -2.44  -0.636
H -4.46 4.19 -0.35  0.238
H -3.91 2.55 -0.02  0.223
H -3.27 3.44 -1.40  0.217
H -3.48 5.95 0.87  0.223
H -1.69 6.87 2.29  0.230
H 0.33 5.51 2.76  0.228
H 0.56 3.28 1.76  0.216
H -1.51 2.06 -0.84  0.425
H -0.91 1.45 2.38  0.437
H 2.71 -2.56 2.24  0.228
H 2.55 -2.48 4.69  0.233
H 1.04 -0.85 5.77  0.225
H -0.46 0.92 5.70  0.246
H -1.61 0.81 4.37  0.222
H -0.31 2.03 4.35  0.222
H 1.45 2.41 -1.26  0.224
H 1.57 3.23 -3.58  0.234
H 0.43 1.98 -5.39  0.232
H -0.85 -0.05 -4.85  0.223
H -1.86 -1.51 -3.30  0.235
H -1.93 -1.04 -1.59  0.218
H -0.60 -2.03 -2.18  0.211

Computed properties:
Spin multiplicity: 1
Energy relative to the best compared isomer or geometry (same formula, charge and spin) (kcal/mol): 0.0
HOMO level (spin up / spin down) (eV): -11.329 / -11.329
Charge: +1

---

# 4
The following is a DFT calculation (the ωB97M-V functional and the def2-TZVPD basis) of a structure of composition C28H27N6O4Os.

Last column: natural (NBO) charge in e.
Element x y z (Å)
Os 0.35 -0.17 0.31  1.318
O 1.41 -0.07 -3.63  -0.527
C 1.35 -0.08 -2.43  0.648
N 0.19 -0.18 -1.66  -0.525
C -1.10 -0.24 -2.15  0.088
C -1.48 -0.25 -3.50  -0.222
C -2.81 -0.28 -3.84  -0.197
C -3.80 -0.29 -2.85  -0.194
C -3.47 -0.28 -1.52  -0.249
C -2.12 -0.26 -1.14  0.181
N -1.62 -0.20 0.15  -0.559
C -2.39 -0.11 1.31  0.639
O -3.60 -0.11 1.37  -0.537
C -1.53 -0.07 2.53  0.103
C -2.10 -0.08 3.79  -0.179
C -1.27 -0.10 4.90  -0.130
C 0.11 -0.10 4.71  -0.219
C 0.60 -0.06 3.42  0.076
N -0.19 -0.04 2.35  -0.417
C 2.57 -0.04 -1.57  0.100
C 3.83 -0.05 -2.14  -0.178
C 4.94 -0.08 -1.31  -0.132
C 4.75 -0.10 0.06  -0.218
C 3.46 -0.07 0.56  0.073
N 2.39 -0.03 -0.23  -0.417
H -0.72 -0.23 -4.26  0.260
H -3.10 -0.28 -4.88  0.231
H -4.85 -0.32 -3.14  0.230
H -4.23 -0.30 -0.75  0.260
H -3.17 -0.09 3.87  0.263
H -1.68 -0.12 5.90  0.243
H 0.79 -0.13 5.55  0.244
H 1.66 -0.07 3.24  0.205
H 3.91 -0.04 -3.21  0.263
H 5.94 -0.10 -1.73  0.243
H 5.59 -0.15 0.74  0.244
H 3.28 -0.09 1.62  0.204
N -2.48 4.16 -2.08  -0.803
C -1.59 4.85 -1.33  0.650
O -1.54 6.06 -1.31  -0.576
C -0.61 4.06 -0.50  -0.156
C 0.29 4.76 0.29  -0.079
C 1.18 4.05 1.07  -0.240
C 1.16 2.67 1.05  0.066
N 0.30 1.98 0.28  -0.450
C -0.57 2.68 -0.47  0.072
H -3.13 4.71 -2.62  0.421
H -2.57 3.17 -2.11  0.399
H 0.26 5.84 0.27  0.267
H 1.90 4.56 1.70  0.244
H 1.84 2.09 1.65  0.208
H -1.24 2.08 -1.08  0.217
C 0.11 -4.08 1.73  -0.619
C 0.44 -3.35 0.42  0.268
C -0.77 -3.42 -0.52  -0.629
C 1.65 -4.02 -0.26  -0.621
O 0.77 -2.02 0.71  -0.756
H -0.01 -5.15 1.57  0.217
H -0.81 -3.67 2.16  0.203
H 0.92 -3.92 2.45  0.211
H -1.02 -4.46 -0.73  0.229
H -0.55 -2.92 -1.46  0.206
H -1.63 -2.94 -0.05  0.204
H 1.48 -5.10 -0.37  0.217
H 2.54 -3.86 0.34  0.211
H 1.80 -3.59 -1.25  0.203

Computed properties:
Spin multiplicity: 1
Energy relative to the best compared isomer or geometry (same formula, charge and spin) (kcal/mol): 0.0
HOMO level (spin up / spin down) (eV): -10.574 / -10.565
Charge: +1

---

Number 1: maximum force 1.5 eV/Å. Number 2: maximum force 2.2 eV/Å. Number 3: maximum force 1.5 eV/Å. Number 4: maximum force 1.4 eV/Å.